Record 1
Formula: C4H13NO2
Source: the OMol25 dataset
Level of theory: wB97M-V/def2-TZVPD

- Electronic energy: -9942.7713 eV
- SMILES: C=NCCC.O.O
- Relative energy (zero: lowest compared OMol25 entry of this formula, charge and spin): 1.4253 eV
- E_HOMO: -9.572 eV
- E_LUMO: 0.88 eV

```
20
Properties=species:S:1:pos:R:3:forces:R:3:nbo_charge:R:1
O -1.5256 0.5225 -5.0760 0.0 0.3 0.0 -0.94
H 0.6514 0.0690 1.4101 -0.3 0.2 0.1 0.16
H -1.6743 0.1261 -4.2126 0.0 -0.2 -0.1 0.47
H 2.6430 0.9237 2.1036 -0.1 -0.2 0.1 0.20
H -1.6378 -4.2424 4.4500 -0.3 0.1 -0.7 0.47
H 3.8081 1.6503 1.0823 0.0 0.4 -0.2 0.21
H -2.9841 -3.7741 3.8871 0.4 -0.1 -0.2 0.47
H -1.6171 -0.1664 -5.7378 0.0 -0.2 0.2 0.47
H -1.2263 1.5091 1.2102 0.3 -0.1 0.0 0.14
C 0.8097 0.0502 0.3237 0.1 0.4 0.6 -0.25
H 1.9983 1.4580 -0.8499 -0.4 0.3 0.2 0.22
C 2.7326 1.5401 1.2104 -0.1 -0.2 0.5 -0.61
N -0.2955 0.5877 -0.4329 -0.1 0.2 -0.1 -0.38
C -1.1644 1.2982 0.1364 -0.2 -0.1 -0.3 -0.06
H 2.2571 2.4907 1.4783 0.2 0.0 -0.3 0.21
C 2.1100 0.8214 0.0288 0.5 -0.7 -0.9 -0.41
H 0.9161 -0.9960 0.0813 0.1 -0.3 -0.3 0.20
O -2.0861 -4.0236 3.6097 -0.2 0.0 0.9 -0.94
H -1.9432 1.7329 -0.4896 0.0 0.0 0.1 0.17
H 2.8284 0.0940 -0.3727 0.1 0.0 0.4 0.20
```
Positions in Å, forces in eV/Å.

=====

Record 2
Formula: C4H13NO2
Source: the OMol25 dataset
Level of theory: wB97M-V/def2-TZVPD

- Electronic energy: -9940.9941 eV
- SMILES: C/C=C/NC.O.O
- Relative energy (zero: lowest compared OMol25 entry of this formula, charge and spin): 3.2025 eV
- E_HOMO: -7.231 eV
- E_LUMO: 0.45 eV

```
20
Properties=species:S:1:pos:R:3:forces:R:3:nbo_charge:R:1
C 0.1205 -0.5439 1.7037 -1.8 -0.3 4.2 0.06
C -0.7576 -1.0882 2.6609 2.2 2.6 -3.0 -0.36
H 0.4141 -0.4848 -1.3509 -2.5 -0.5 -3.4 0.18
H -2.5595 -0.0427 3.2434 2.3 -0.1 1.2 0.20
H -2.0586 0.6351 -2.6542 -1.7 -0.5 -0.3 0.46
O -1.3890 1.2465 -2.4152 1.3 -0.1 0.1 -0.92
C 1.0101 -0.7343 -0.5877 3.3 2.1 2.7 -0.41
H 1.9361 -1.2694 -0.8051 -0.4 -0.5 -0.4 0.20
C -1.3985 -0.0586 3.5647 -3.0 -1.8 1.1 -0.62
H 0.6739 0.4105 1.9110 -0.7 -0.9 -0.7 0.19
H 0.1561 -2.1965 0.5160 -0.4 -0.2 0.5 0.39
H -0.6414 0.6549 -2.5868 0.4 0.7 0.1 0.46
H 1.4230 0.3399 -0.5549 -0.4 -1.2 1.4 0.20
H -1.3064 -0.2843 4.6974 -0.4 0.5 -1.8 0.20
O 1.8095 1.7739 -4.6959 2.3 -0.7 1.2 -0.94
H 1.9947 2.6112 -4.2151 -0.3 -0.8 -0.5 0.47
H 2.6251 1.1984 -4.4600 -2.1 1.5 -0.7 0.47
N 0.2820 -1.2064 0.5659 2.0 -0.1 -3.0 -0.61
H -1.2264 -1.9139 2.1105 -0.7 0.0 1.4 0.18
H -1.1077 0.9525 3.3522 0.6 0.4 0.0 0.21
```
Positions in Å, forces in eV/Å.

=====

Record 3
Formula: C4H13NO2
Source: the OMol25 dataset
Level of theory: wB97M-V/def2-TZVPD

- Electronic energy: -9942.7305 eV
- SMILES: C1CCNC1.O.O
- Relative energy (zero: lowest compared OMol25 entry of this formula, charge and spin): 1.4661 eV
- E_HOMO: -8.598 eV
- E_LUMO: 0.51 eV

```
20
Properties=species:S:1:pos:R:3:forces:R:3:nbo_charge:R:1
N -0.8389 -0.5451 -1.2603 -1.2 0.1 1.6 -0.64
H 2.3258 -0.3815 2.8375 -0.2 -0.4 0.3 0.47
C -1.4906 0.6767 -1.7343 0.2 -0.7 -3.2 -0.22
O 3.1544 -0.7497 2.5103 0.1 1.6 -0.9 -0.94
H -2.0667 -1.3148 0.3501 0.5 -0.3 0.0 0.19
H 0.1613 -0.5991 -1.4074 -0.2 0.3 0.2 0.37
C -1.2269 -0.6190 0.2389 1.7 -1.7 -0.8 -0.22
H -0.2867 -0.9560 0.7219 -0.9 -0.3 0.2 0.19
H 4.6037 -1.6551 -0.8506 -0.7 1.9 2.2 0.48
C -1.6737 0.7395 0.7004 1.3 0.3 -2.0 -0.43
H -2.3872 0.8136 1.4825 -0.2 -0.2 1.0 0.22
H 3.4668 0.0418 1.9950 0.1 -1.2 0.5 0.48
C -2.3202 1.1172 -0.6084 -1.1 1.4 0.2 -0.42
H -0.7427 1.2915 0.8607 -0.4 0.5 0.3 0.19
H 3.8156 -1.5102 0.5665 1.2 1.0 -1.4 0.49
H -3.2598 0.5903 -0.7219 -0.3 -0.3 0.4 0.20
O 4.3777 -0.9832 -0.0970 -0.6 -2.9 -0.8 -0.97
H -0.7788 1.3755 -2.2295 -0.2 0.0 0.9 0.18
H -2.5683 2.1351 -0.7760 -0.3 1.3 0.3 0.22
H -2.2647 0.5325 -2.5784 1.3 -0.4 0.8 0.17
```
Positions in Å, forces in eV/Å.

=====

Record 4
Formula: C4H13NO2
Source: the OMol25 dataset
Level of theory: wB97M-V/def2-TZVPD

- Electronic energy: -9943.1085 eV
- SMILES: CNC[C@@H](C)O.O
- Relative energy (zero: lowest compared OMol25 entry of this formula, charge and spin): 1.0881 eV
- E_HOMO: -8.553 eV
- E_LUMO: 0.75 eV

```
20
Properties=species:S:1:pos:R:3:forces:R:3:nbo_charge:R:1
H 1.4128 2.1721 -0.0450 -0.1 0.4 -0.3 0.23
H -2.3297 -3.3119 -0.6131 0.2 -0.2 -0.4 0.20
C -2.1617 -2.3087 -0.9977 0.3 1.1 0.4 -0.39
H 0.1213 2.1159 -1.3118 0.0 0.1 0.1 0.23
H -3.0801 -1.7491 -0.7675 0.0 0.0 -0.2 0.17
C -0.1078 -0.7900 -0.9797 0.5 0.5 -0.7 -0.23
O 2.6147 1.7822 2.3094 0.3 -0.4 -0.4 -0.93
H 1.6400 1.2410 -1.5499 0.1 0.0 0.0 0.20
H -1.3763 0.0732 0.7608 -0.3 0.2 0.0 0.47
H 2.2510 1.0553 2.8239 -0.1 0.1 0.2 0.47
H -1.9875 -2.2412 -2.0712 -0.3 -0.6 0.0 0.20
H 0.8218 -1.2685 -1.3191 0.1 0.0 -0.2 0.17
H 0.8978 -0.0638 0.7137 0.7 0.4 0.0 0.14
C 0.9145 1.5719 -0.8037 0.5 -0.6 0.2 -0.64
O -0.8939 0.8906 0.5691 0.7 -0.2 -0.3 -0.74
H 3.0670 1.3187 1.5846 -0.1 0.4 0.3 0.46
H -0.5970 -0.3704 -1.8616 -0.1 -0.1 -0.1 0.19
H -0.7728 -2.0514 0.5637 0.2 -0.1 -0.1 0.37
C 0.3134 0.3950 -0.0868 -2.3 -0.6 0.6 0.10
N -0.9996 -1.7104 -0.3526 -0.5 -0.2 0.8 -0.68
```
Positions in Å, forces in eV/Å.

=====

Record 5
Formula: C4H13NO2
Source: the OMol25 dataset
Level of theory: wB97M-V/def2-TZVPD

- Electronic energy: -9943.2823 eV
- SMILES: C=C(N)CC.O.O
- Relative energy (zero: lowest compared OMol25 entry of this formula, charge and spin): 0.9143 eV
- E_HOMO: -8.341 eV
- E_LUMO: 0.55 eV

```
20
Properties=species:S:1:pos:R:3:forces:R:3:nbo_charge:R:1
H 2.5693 0.3160 1.0941 0.1 0.0 0.1 0.21
H -3.1618 0.6408 -0.5243 -0.1 0.0 -0.2 0.48
N 1.5665 -1.7783 1.9072 0.3 -0.5 0.0 -0.82
H -2.8415 -0.8442 -0.7295 0.0 0.0 0.0 0.47
O -2.9978 2.7720 -0.9940 0.0 0.5 0.1 -0.95
C 0.4606 -1.9569 -0.2079 -0.1 0.0 -0.2 -0.53
H 0.2313 -1.5479 -1.1776 0.2 -0.2 -0.3 0.20
C 2.1159 -0.1165 0.2083 -0.7 -0.2 -0.1 -0.45
H 0.0129 -2.8994 0.0671 -0.3 0.0 0.1 0.20
O -3.5189 -0.2453 -0.4014 0.0 -0.1 0.1 -0.95
C 1.3284 0.9448 -0.5649 0.1 0.5 -0.3 -0.62
H 1.3841 1.9210 -0.0921 0.0 0.1 0.3 0.21
H 2.9102 -0.5447 -0.4001 0.3 0.2 0.0 0.23
H 0.2634 0.7110 -0.6421 0.2 -0.1 -0.1 0.21
H 1.7439 1.1315 -1.5576 -0.2 -0.3 -0.1 0.21
C 1.2910 -1.3225 0.6098 0.0 0.3 0.6 0.22
H -3.2629 3.6659 -1.2727 0.1 -0.6 0.1 0.48
H 1.4295 -1.1070 2.6467 0.2 0.2 -0.1 0.37
H 1.1056 -2.6450 2.1429 -0.1 0.0 0.0 0.37
H -2.6297 2.9048 -0.1118 0.0 0.0 -0.1 0.47
```
Positions in Å, forces in eV/Å.

=====

Record 6
Formula: C4H13NO2
Source: the OMol25 dataset
Level of theory: wB97M-V/def2-TZVPD

- Electronic energy: -9942.9441 eV
- SMILES: C1CCNC1.O.O
- Relative energy (zero: lowest compared OMol25 entry of this formula, charge and spin): 1.2525 eV
- E_HOMO: -9.101 eV
- E_LUMO: 0.57 eV

```
20
Properties=species:S:1:pos:R:3:forces:R:3:nbo_charge:R:1
H 2.6696 1.6687 -1.7045 0.5 0.4 0.2 0.19
H -1.1956 -3.4230 4.2330 0.1 -0.6 -0.2 0.48
O -1.8054 -4.1416 4.4374 -0.5 0.4 0.5 -0.95
H 3.0813 1.7071 0.0277 -0.3 0.2 0.2 0.21
H 0.6454 -0.2175 0.7455 0.1 0.1 -0.1 0.35
H -1.5669 -4.9601 4.0017 0.4 0.2 -0.2 0.48
N 0.6827 -0.3240 -0.2646 0.3 0.0 -1.3 -0.61
C 2.3175 1.4411 -0.6974 -0.8 -1.1 -1.7 -0.43
H -4.7269 0.5726 -0.8558 -0.3 -0.3 -0.6 0.46
H 0.1221 0.6730 -1.9988 -0.7 -0.2 -0.2 0.19
H 2.1552 -0.3825 -1.8319 -0.4 -0.6 0.2 0.18
H 0.7104 2.4593 0.3735 -0.2 -0.1 0.0 0.20
H -4.0734 -0.7440 -0.6919 -0.5 0.0 -0.8 0.47
H -1.0013 0.8750 -0.5565 -0.3 0.3 -0.4 0.20
C 0.0152 0.8462 -0.9334 0.5 -1.0 1.3 -0.23
C 2.0488 -0.1516 -0.7706 0.7 2.5 0.7 -0.24
H 2.9005 -0.5361 -0.2291 -0.4 -1.1 0.4 0.20
H 0.7888 2.8709 -1.3288 -0.2 -0.1 0.0 0.21
O -4.6545 -0.2761 -1.3322 0.8 0.3 1.5 -0.93
C 0.8866 2.0425 -0.6233 1.0 0.6 0.8 -0.43
```
Positions in Å, forces in eV/Å.

=====

Record 7
Formula: C4H13NO2
Source: the OMol25 dataset
Level of theory: wB97M-V/def2-TZVPD

- Electronic energy: -9939.7559 eV
- SMILES: CC(C)=CN.O.O
- Relative energy (zero: lowest compared OMol25 entry of this formula, charge and spin): 4.4407 eV
- E_HOMO: -7.647 eV
- E_LUMO: 0.03 eV

```
20
Properties=species:S:1:pos:R:3:forces:R:3:nbo_charge:R:1
H -4.7373 -1.5530 -2.5056 0.4 -1.6 -0.6 0.46
O -4.9757 -0.7134 -2.1779 1.2 2.6 0.5 -0.93
C -0.1309 -0.5988 -0.6959 -2.5 -0.6 0.6 -0.68
H 0.2847 -0.3347 3.7478 0.8 1.7 -1.2 0.47
H 3.0709 -1.5119 0.6913 0.1 0.4 -0.5 0.39
H 0.2897 0.4862 2.4225 -0.7 -0.1 -1.5 0.47
N 2.4443 -1.2489 -0.0697 0.7 -3.6 -0.4 -0.85
H -0.6638 -1.3329 -0.1206 -0.6 -0.6 0.3 0.21
H -4.1357 -0.1669 -2.2551 -1.7 -1.1 0.2 0.47
C 0.7853 0.2382 0.1133 2.7 5.2 -1.5 -0.11
H 0.9454 2.5028 -0.4320 -0.6 -1.2 0.5 0.22
C 0.4855 1.7983 0.3446 -1.5 -0.5 -1.8 -0.67
H 1.5438 -1.7484 0.1381 1.4 0.3 0.1 0.36
H -0.9082 0.0434 -1.0951 -0.4 0.5 0.3 0.22
H -0.6564 1.8807 0.2577 1.5 0.5 0.4 0.20
H 2.5087 0.6146 -1.0747 1.0 0.8 1.7 0.22
H 0.8931 2.2434 1.2675 -0.5 -0.8 0.0 0.23
C 2.1296 0.0632 -0.1945 -2.7 -0.4 0.0 0.03
O 0.7016 0.4464 3.2596 -0.1 -1.7 2.8 -0.94
H 0.1251 -1.1081 -1.6213 1.4 -0.1 0.2 0.22
```
Positions in Å, forces in eV/Å.

=====

Record 8
Formula: C4H13NO2
Source: the OMol25 dataset
Level of theory: wB97M-V/def2-TZVPD

- Electronic energy: -9934.8556 eV
- Spin multiplicity: 2
- Net charge: +1
- Relative energy (zero: lowest compared OMol25 entry of this formula, charge and spin): 1.2999 eV
- E_HOMO (spin up / spin down): -13.097 / -13.097 eV
- Expectation value of S²: 0.758
- E_LUMO (spin up / spin down): -4.26 / -7.86 eV

```
20
Properties=species:S:1:pos:R:3:forces:R:3:nbo_charge:R:1
H -0.5833 -4.1640 1.4301 0.1 -0.3 -0.4 0.41
H 0.4668 -3.2653 0.4925 -0.5 0.0 -1.1 0.43
O 0.4750 2.0006 -3.8421 -0.9 0.6 0.3 -0.96
H -1.3038 2.3318 2.0750 0.6 0.2 0.0 0.25
N -0.4794 -3.3224 0.8714 0.5 1.2 2.2 -0.61
H 1.3650 2.3474 -3.7370 0.2 -0.7 -0.1 0.49
H -2.4374 -0.0274 2.0110 -0.1 0.3 0.4 0.28
H -0.1342 1.6229 0.8292 0.4 0.2 0.7 0.23
H -0.9367 0.1117 2.9830 -0.4 0.3 0.2 0.25
H 0.4883 1.0729 -4.0713 0.6 0.0 -0.1 0.47
H -0.6927 -0.7957 0.1408 0.2 -0.2 0.0 0.23
O 3.2179 1.3516 -3.1577 0.1 0.1 0.0 -0.95
H -0.8455 -2.5156 2.7316 -1.0 0.4 0.1 0.23
C -1.0938 1.5586 1.3386 -0.7 0.7 -0.7 -0.63
C -1.3642 0.2248 1.9802 0.9 -1.8 -0.6 -0.47
H -1.7652 1.8163 0.5101 -0.3 -0.5 0.2 0.24
H 4.0140 1.8936 -3.1952 0.0 -0.1 -0.1 0.48
C -0.7849 -2.2404 1.6822 1.1 -2.0 -0.3 0.09
C -0.8378 -0.9600 1.2089 -0.8 1.7 -0.6 0.08
H 3.2317 0.9587 -2.2812 0.0 0.0 0.0 0.47
```
Positions in Å, forces in eV/Å.

=====

Record 9
Formula: C4H13NO2S
Source: the OMol25 dataset
Level of theory: wB97M-V/def2-TZVPD

- Electronic energy: -20777.6381 eV
- SMILES: CN[C@H](CO)CS.O
- Relative energy (zero: lowest compared OMol25 entry of this formula, charge and spin): 1.5817 eV
- E_HOMO: -8.497 eV
- E_LUMO: 0.75 eV

```
21
Properties=species:S:1:pos:R:3:forces:R:3:nbo_charge:R:1
H 4.3385 4.4007 -0.7725 0.5 -0.4 -1.0 0.47
H -1.6021 -2.7696 -1.7239 -0.2 1.0 0.7 0.48
H 3.5079 5.7065 -0.5482 0.4 -0.6 0.0 0.47
C -0.4103 -1.0014 -0.2702 0.0 -1.1 0.7 -0.08
C -1.9416 -1.2160 -0.3971 0.4 1.1 -1.4 -0.06
H 0.6893 -0.9102 1.6898 0.6 -0.1 -0.8 0.23
C 0.0846 -1.6038 1.0907 0.1 -0.2 0.4 -0.55
H -1.1128 2.1099 -0.3919 0.6 0.3 -0.2 0.19
N 0.0386 0.3143 -0.5830 -1.2 1.2 0.3 -0.65
C -0.5723 1.3787 0.2110 -0.4 -0.1 0.2 -0.43
H -0.6631 -1.7846 1.8697 -0.5 -0.4 -0.7 0.23
H 0.1072 1.8341 0.9244 0.3 0.4 -0.2 0.19
H -2.5433 -1.2496 0.5093 0.5 -0.1 0.4 0.18
H -0.0032 -1.6227 -1.0718 0.1 -0.2 0.2 0.20
O 3.8655 4.9035 -0.1354 -0.9 1.0 1.0 -0.94
H 0.9995 0.4695 -0.8578 -0.3 -0.4 0.3 0.38
H -1.3885 1.0258 0.8499 0.2 -0.6 -0.1 0.19
O -2.2479 -2.4030 -1.0869 -0.4 -1.3 -0.3 -0.74
H -2.3300 -0.3452 -0.9520 0.0 -0.2 -0.1 0.16
S 1.0560 -3.1395 0.8138 0.6 0.4 0.4 -0.07
H 0.1280 -4.0973 0.8321 -0.4 0.2 0.0 0.13
```
Positions in Å, forces in eV/Å.

=====

Record 10
Formula: C4H13NO3
Source: the OMol25 dataset
Level of theory: wB97M-V/def2-TZVPD

- Electronic energy: -11991.4495 eV
- SMILES: C[C@H](O)[C@@H](N)CO.O
- Relative energy (zero: lowest compared OMol25 entry of this formula, charge and spin): 1.0219 eV
- E_HOMO: -9.565 eV
- E_LUMO: 0.70 eV

```
21
Properties=species:S:1:pos:R:3:forces:R:3:nbo_charge:R:1
C 0.8124 -1.3012 0.2852 0.1 -0.3 -0.2 0.09
H 1.6657 -3.0777 -0.6572 0.1 0.2 0.0 0.21
N -1.4744 -0.4530 -0.1982 0.0 0.5 0.2 -0.87
C 0.8764 -2.3416 -0.8205 -0.1 -0.1 -0.1 -0.64
H 1.8286 -0.9523 0.4630 0.2 0.3 0.1 0.16
O 0.2819 -1.8278 1.5005 -0.1 -0.1 0.1 -0.74
H 0.8019 -2.5901 1.7691 0.0 0.0 0.0 0.47
O -0.7506 2.0939 0.6780 0.1 0.1 -0.2 -0.74
H -1.7832 -0.6932 -1.1228 0.1 -0.2 -0.1 0.37
O 0.3037 2.6277 -1.9352 -0.2 -0.1 0.0 -0.98
H -0.1874 2.3548 -1.1351 0.2 0.5 -0.1 0.49
H -1.7378 -1.1510 0.4831 0.0 -0.1 -0.1 0.38
H 1.0890 1.3537 1.0503 0.0 -0.1 0.0 0.19
C 0.0723 0.9679 0.9855 -0.4 0.4 0.0 -0.07
H 0.0566 3.5471 -2.0906 0.0 -0.2 0.1 0.47
H -1.6282 1.7540 0.4525 0.0 -0.3 0.1 0.49
H 0.2996 0.2968 -1.0373 -0.1 -0.1 0.1 0.22
H -0.0414 -2.9142 -0.9116 -0.3 0.1 0.1 0.21
C -0.0594 -0.1085 -0.0830 0.0 -0.1 0.0 -0.11
H 1.0387 -1.8387 -1.7742 0.2 -0.1 -0.1 0.22
H -0.2306 0.5577 1.9487 0.1 -0.1 0.1 0.18
```
Positions in Å, forces in eV/Å.

=====

Record 11
Formula: C4H13NO3
Source: the OMol25 dataset
Level of theory: wB97M-V/def2-TZVPD

- Electronic energy: -11986.3607 eV
- Relative energy (zero: lowest compared OMol25 entry of this formula, charge and spin): 6.1107 eV
- E_HOMO: -7.746 eV
- E_LUMO: -2.36 eV

```
21
Properties=species:S:1:pos:R:3:forces:R:3:nbo_charge:R:1
C 0.3783 1.0686 0.5818 1.2 0.6 -1.8 -0.51
C -0.9603 -0.8780 0.8201 -0.7 -0.2 0.3 -0.42
H -1.9288 -1.3279 1.0311 -0.2 0.4 -0.1 0.22
O 2.1295 -0.1804 2.3652 -0.1 0.2 0.0 -1.22
H 1.1562 0.5387 0.0172 -0.1 -0.5 0.2 0.28
C -1.5894 0.8451 -0.7852 -0.8 0.1 0.1 0.24
H 2.3897 -2.3700 0.3182 0.1 0.0 0.1 0.46
H 2.0875 -1.0414 1.3504 -0.1 -0.1 0.2 0.50
H 0.1344 1.0712 -1.9901 0.0 0.2 -0.2 0.21
H 2.9292 -0.1579 2.8991 -0.1 -0.1 -0.1 0.45
N -0.9484 0.5427 0.2877 1.3 -1.0 0.7 -0.24
H -0.2759 -0.9366 1.6535 -0.1 0.2 0.4 0.29
O 1.7529 -1.6771 0.4952 -0.1 0.0 -0.3 -1.12
H -1.7694 -0.7405 -2.4558 0.1 -0.3 -0.3 0.47
H 0.4526 2.0885 0.2091 -0.3 0.2 0.4 0.20
O -1.2178 -0.1308 -2.9640 -0.5 0.0 1.2 -0.66
H -0.4330 -1.3994 0.0202 -0.1 -0.2 0.1 0.27
H 0.7038 0.9277 1.6232 -0.3 0.0 0.1 0.34
H -1.3719 1.8436 -2.6596 0.4 0.3 0.1 0.20
H -2.6755 0.9174 -0.6974 -0.1 -1.3 -0.4 0.21
C -0.9438 0.9965 -2.1199 0.3 1.4 -0.8 -0.16
```
Positions in Å, forces in eV/Å.

=====

Record 12
Formula: C4H13NO3
Source: the OMol25 dataset
Level of theory: wB97M-V/def2-TZVPD

- Electronic energy: -11985.0445 eV
- Relative energy (zero: lowest compared OMol25 entry of this formula, charge and spin): 7.4269 eV
- E_HOMO: -9.016 eV
- E_LUMO: -4.25 eV

```
21
Properties=species:S:1:pos:R:3:forces:R:3:nbo_charge:R:1
H 1.5618 -2.1286 1.5764 0.1 0.0 -0.1 0.20
H 2.0304 -2.7861 -0.0297 -0.2 0.0 0.1 0.24
O 2.0146 -0.5224 -2.2635 -0.7 0.5 0.6 -1.01
C 1.5700 -1.9510 0.4990 0.0 0.7 0.1 -0.60
O -0.1806 2.3311 1.2228 -0.2 -0.1 -0.2 -1.00
H 0.0726 0.0542 1.2479 -0.8 0.5 -0.1 0.28
H -2.2372 -0.8588 0.8979 0.8 -0.1 0.1 0.20
H 2.1821 -1.0760 0.2725 0.2 -0.2 0.1 0.23
H -0.3051 3.1757 1.6608 -0.2 0.0 0.0 0.49
H -2.1894 -0.2285 -0.7685 0.6 -0.1 -0.3 0.19
H 0.4339 1.6017 -0.3226 -0.3 0.2 0.1 0.43
H 0.1598 -1.8154 -1.1067 -0.2 -0.3 0.2 0.25
H 1.0379 0.3337 -1.4050 0.6 -1.3 -2.0 0.45
H 2.3525 -0.1361 -3.0876 -0.1 0.1 0.4 0.44
O -2.2032 1.1360 0.7128 0.0 -1.5 -0.6 -0.56
C -1.8459 -0.0489 0.2560 -4.4 1.6 0.6 0.01
C -0.2492 -0.2131 0.2266 4.9 -0.2 -1.0 -0.07
C 0.1568 -1.6764 -0.0193 -0.4 0.1 -0.9 -0.41
H -1.1275 1.9088 0.9942 0.9 1.1 0.7 0.47
H -0.5628 -2.3261 0.4738 -0.1 -0.1 -0.2 0.21
N 0.2905 0.6640 -0.7109 -0.6 -0.8 2.3 -0.43
```
Positions in Å, forces in eV/Å.

=====

> What is the relative energy (zero: lowest compared OMol25 entry of this formula, charge and spin) in the twelfth record?

7.4269 eV